1.
Molecular formula: C56H74N6O16S2
Method: DFT, ωB97M-V/def2-TZVPD

Element x y z (Å)
O -3.04631 6.07703 3.53123
N -2.39507 5.36488 2.79408
O -2.83504 4.87020 1.77599
C -1.00290 5.10521 3.13742
C -0.16112 4.44086 2.25032
C 1.18272 4.27926 2.55730
C 1.66730 4.73397 3.78428
C 0.81840 5.37376 4.67090
C -0.51587 5.59454 4.33837
H -0.62639 3.92330 1.42071
H 1.83074 3.72809 1.89063
H 2.73529 4.77062 3.95991
H 1.19270 5.76582 5.60686
H -1.20745 5.93354 5.09700
O -3.16309 -0.40494 -2.31798
N -4.25529 -0.89632 -2.19955
O -4.98799 -0.78450 -1.22363
C -4.83393 -1.63018 -3.29860
C -6.21957 -1.88491 -3.36064
C -6.71422 -2.78443 -4.28517
C -5.85049 -3.39520 -5.19401
C -4.50745 -3.10023 -5.19659
C -4.00410 -2.18355 -4.26720
H -6.92605 -1.47398 -2.65506
H -7.77400 -2.99432 -4.28049
H -6.25613 -4.18893 -5.80890
H -3.86465 -3.66437 -5.85748
H -2.94946 -1.97530 -4.13527
O -3.45296 -4.02738 0.41785
N -3.59532 -4.25481 1.60635
O -3.30364 -5.29666 2.12086
C -4.04491 -3.13576 2.42054
C -3.68657 -3.13511 3.76040
C -4.21677 -2.15480 4.59643
C -5.11068 -1.23987 4.07700
C -5.41973 -1.21523 2.72386
C -4.85454 -2.15412 1.86944
H -2.97612 -3.88388 4.08127
H -3.75041 -2.17895 5.57312
H -5.50997 -0.51444 4.77387
H -6.17816 -0.53174 2.36979
H -5.03274 -2.13117 0.80352
O 5.50230 0.49455 1.27302
N 4.34440 0.49366 1.65946
O 3.38005 0.15791 0.98460
C 4.00600 0.90393 3.04140
C 5.00615 1.25206 3.93995
C 4.72103 1.41795 5.28512
C 3.38538 1.35073 5.74464
C 2.36573 1.13220 4.82235
C 2.70837 0.87126 3.49412
H 6.05630 1.37737 3.70884
H 5.56097 1.59848 5.93945
H 3.21104 1.50349 6.80101
H 1.35605 1.44688 5.05220
H 1.89182 0.54866 2.85848
O 6.69857 4.56738 -4.38312
N 5.55188 4.20076 -4.51225
O 4.88708 4.27816 -5.52331
C 4.86872 3.73101 -3.30881
C 5.58853 3.30496 -2.19923
C 4.90289 2.89872 -1.05085
C 3.52146 2.82800 -1.00016
C 2.83342 3.09827 -2.17018
C 3.48189 3.58566 -3.30714
H 6.66236 3.39449 -2.13027
H 5.56082 2.60889 -0.24177
H 2.97798 2.60317 -0.09312
H 1.76515 2.94145 -2.24865
H 2.88469 3.80556 -4.17891
O 5.20114 -5.06898 -3.98776
N 4.90724 -4.18562 -4.75966
O 4.75890 -4.35854 -5.96567
C 4.65082 -2.84589 -4.26363
C 4.23301 -1.86803 -5.18743
C 3.85968 -0.62571 -4.73339
C 3.95881 -0.31505 -3.37033
C 4.24144 -1.31167 -2.46533
C 4.58153 -2.58758 -2.90375
H 4.21128 -1.97164 -6.26018
H 3.64245 0.10551 -5.50144
H 3.74656 0.65433 -2.94005
H 4.23932 -1.02674 -1.42006
H 4.73790 -3.32626 -2.12767
O 1.46038 1.04349 -6.78468
S 0.04862 1.25541 -6.98243
O -0.54829 2.38286 -6.31289
C -0.41761 1.19284 -8.75398
C -1.79566 0.48784 -8.81826
C -2.09135 -0.24531 -7.49780
C -0.85907 -0.28957 -6.59688
H 0.28088 0.49340 -9.21288
H -0.30818 2.15070 -9.25333
H -2.57347 1.08294 -9.29979
H -1.74570 -0.26855 -9.61031
H -2.48706 -1.21841 -7.78063
H -2.88308 0.29860 -6.97885
H -0.19906 -1.12196 -6.84171
H -1.02154 -0.30747 -5.52197
O 3.73300 -6.64738 -1.15383
S 2.42435 -6.46507 -0.54017
O 1.85338 -7.42438 0.39191
C 2.45289 -4.77946 0.28410
C 1.53607 -3.87614 -0.56295
C 0.45392 -4.83299 -1.06576
C 1.14231 -5.98205 -1.75876
H 3.41985 -4.30640 0.45124
H 2.08683 -4.94230 1.30063
H 1.10681 -3.08628 0.04732
H 2.20619 -3.48293 -1.32992
H -0.31038 -4.45749 -1.74906
H -0.05604 -5.15427 -0.15381
H 1.73377 -5.69154 -2.62900
H 0.49505 -6.81281 -2.02658
C -4.03972 1.26613 6.29557
C -3.19371 1.84908 5.16347
C -1.75457 2.09522 5.57902
C -1.52335 3.03721 6.77438
C -1.09652 2.33890 8.05263
C 0.38549 1.97534 8.09468
H -3.87907 1.71041 7.27693
H -3.76800 0.20937 6.38324
H -5.10908 1.30815 6.08810
H -3.21627 1.24872 4.25354
H -3.60155 2.82876 4.88099
H -1.17385 2.48770 4.73404
H -1.30750 1.09871 5.71208
H -0.83067 3.84967 6.55508
H -2.49132 3.52368 6.94254
H -1.27070 3.00843 8.90173
H -1.66240 1.43977 8.30615
H 0.75493 1.42103 7.23617
H 1.05032 2.82857 8.29122
H 0.61993 1.51922 9.06445
C 0.35828 -1.05766 -2.92959
C 0.69386 -0.60786 -1.51655
C -0.41799 -0.82164 -0.51275
C -0.17410 -0.30358 0.91182
C -1.46552 -0.23538 1.71661
C -2.42590 0.92294 1.47806
H 0.20162 -0.27136 -3.67511
H -0.65769 -1.45147 -3.07659
H 1.09432 -1.79869 -3.23882
H 1.65168 -1.02614 -1.19837
H 0.92864 0.46485 -1.55453
H -0.55043 -1.90144 -0.40181
H -1.27829 -0.26383 -0.87967
H 0.55912 -0.90171 1.45680
H 0.17452 0.73647 0.82655
H -2.05384 -1.09612 1.35087
H -1.41265 -0.51592 2.77322
H -3.42320 0.62929 1.81075
H -2.23204 1.81800 2.08218
H -2.44978 1.23210 0.43272

* structure (SMILES): O=[N+]([O-])c1ccccc1.O=[N+]([O-])c1ccccc1.O=[N+]([O-])c1ccccc1.O=[N+]([O-])c1ccccc1.O=[N+]([O-])c1ccccc1.O=[N+]([O-])c1ccccc1.O=S1(=O)CCCC1.O=S1(=O)CCCC1.CCCCCC.CCCCCC
* frontier orbital gap: 8.65 eV
* spin multiplicity: 1
* calculated total energy: -122624.45916 eV
* molecular weight: 1151.4 g/mol
* charge: 0

Mulliken atomic charge list, values in e, 6 entries:
1. O -0.619
2. N 1.085
3. O -0.610
4. C -0.139
5. C -0.241
6. C -0.106

=====

2.
Molecular formula: C4H10N3
Method: DFT, ωB97M-V/def2-TZVPD

Element x y z (Å)
C 1.34235 -0.75849 -2.07584
C 1.84405 0.50459 -1.27813
N 1.05051 0.96403 -0.17104
N 0.10156 0.23673 0.20597
N -0.94813 0.54426 1.03475
C -1.85307 -0.47567 1.43664
C -1.62618 0.58698 2.43071
H 0.24591 -0.72733 -2.17104
H 1.72375 -0.81573 -3.12734
H 1.57436 -1.75250 -1.62743
H 1.71011 1.39909 -1.80348
H 2.86223 0.63886 -0.83031
H -0.18855 -0.46074 -0.56456
H -1.47068 -1.36568 1.87158
H -2.91100 -0.50731 1.10874
H -1.15120 0.61246 3.34585
H -2.30601 1.37650 2.21493

* energy above the lowest of the compared OMol25 structures with the same formula, charge and spin: 611.11 kJ/mol
* structure (SMILES): CC/N=[NH+]/N1CC1
* frontier orbital gap (alpha / beta): 9.54 / 9.54 eV
* spin multiplicity: 1
* calculated total energy: -8768.26546 eV
* molecular weight: 100.1 g/mol
* charge: +1

natural (NBO) atomic charge list, values in e, 6 entries:
1. C -0.673
2. C -0.289
3. N 0.000
4. N -0.006
5. N -0.251
6. C -0.272